Entry 1:
{
  "formula": "C23H44BN6O10",
  "method": "ωB97M-V/def2-TZVPD",
  "homo_energy_ev": -10.3,
  "lumo_energy_ev": -5.32,
  "spin_multiplicity": 1,
  "total_charge": 1,
  "total_energy_ha": -2008.3162,
  "elements": ["O", "C", "C", "O", "C", "O", "C", "C", "C", "N", "C", "B", "O", "O", "C", "H", "H", "H", "H", "H", "H", "H", "H", "H", "C", "C", "O", "N", "C", "H", "H", "H", "H", "H", "H", "H", "C", "C", "O", "N", "C", "H", "H", "H", "H", "H", "H", "H", "C", "C", "O", "N", "C", "H", "H", "H", "H", "H", "H", "H", "C", "C", "O", "N", "C", "H", "H", "H", "H", "H", "H", "H", "C", "C", "O", "N", "C", "H", "H", "H", "H", "H", "H", "H"],
  "positions_angstrom": [[-0.91544, -5.96080, -1.14452], [-0.34813, -4.86895, -0.91372], [-0.85896, -3.42486, -1.39859], [-2.17742, -3.43749, -2.01378], [-2.53875, -2.17764, -2.54958], [-3.69024, -2.06789, -3.06248], [-1.65398, -0.85325, -2.52167], [-1.02865, -0.13765, -3.74900], [-0.18302, 1.16654, -3.51297], [0.04779, 1.68212, -2.16528], [-0.49384, 1.08860, -0.96291], [-0.26613, 1.63523, 0.55939], [1.04310, 1.41662, 1.15239], [-1.32804, 2.27667, 1.27487], [-1.38580, -0.19430, -1.11299], [0.60477, -4.89407, -0.25074], [-0.89095, -2.76692, -0.44468], [-0.07189, -3.04114, -2.15775], [-1.22427, -0.57437, -4.78590], [0.27632, 1.71620, -4.41722], [0.64478, 2.53140, -2.09722], [1.22944, 0.45578, 0.96665], [-1.38751, 1.85053, 2.17128], [-1.87361, -0.69431, -0.19339], [3.65866, 3.43967, 1.84012], [4.55769, 2.33520, 1.35507], [4.35839, 1.16112, 1.64679], [5.61621, 2.66853, 0.57028], [6.01826, 3.98342, 0.11788], [2.86282, 3.01367, 2.45221], [4.22330, 4.14643, 2.45158], [3.20371, 3.95231, 0.98984], [6.17094, 1.87236, 0.28537], [6.01890, 3.98417, -0.97464], [7.03324, 4.17245, 0.47431], [5.35534, 4.76578, 0.48055], [6.51673, -3.91507, 1.31741], [5.96659, -2.59256, 0.85368], [6.05041, -2.22624, -0.31535], [5.36236, -1.79491, 1.77197], [5.16392, -2.04329, 3.18534], [6.96721, -4.43584, 0.47124], [7.28716, -3.75679, 2.07480], [5.71320, -4.53710, 1.71731], [5.01953, -0.92495, 1.38443], [4.09227, -2.01581, 3.38928], [5.65384, -1.24130, 3.74335], [5.56867, -3.00359, 3.49809], [-6.70720, 0.99674, 0.13913], [-5.45702, 0.53021, -0.55547], [-4.36347, 0.51271, 0.00789], [-5.55712, 0.11825, -1.84573], [-6.73745, 0.06073, -2.68241], [-6.46434, 1.29212, 1.16071], [-7.12487, 1.86177, -0.38000], [-7.43922, 0.18765, 0.17878], [-4.67521, -0.17909, -2.23811], [-6.87556, -0.97375, -3.00464], [-6.56415, 0.68691, -3.56012], [-7.63020, 0.40197, -2.16368], [-6.17908, 4.35230, -7.02484], [-6.43055, 3.52663, -5.79200], [-7.55323, 3.36271, -5.33758], [-5.35949, 2.95062, -5.17603], [-3.96486, 3.02181, -5.55092], [-7.12690, 4.74197, -7.39790], [-5.52914, 5.19675, -6.78563], [-5.72862, 3.73528, -7.80528], [-5.60967, 2.41394, -4.35759], [-3.60555, 2.00454, -5.72863], [-3.40754, 3.45554, -4.71633], [-3.80714, 3.62300, -6.44348], [3.22895, -4.17401, 6.52241], [2.67821, -2.85121, 6.06251], [2.75929, -2.48276, 4.89562], [2.07556, -2.05436, 6.98510], [1.88131, -2.30607, 8.39745], [3.67742, -4.69322, 5.67435], [4.00112, -4.01720, 7.27837], [2.42631, -4.79667, 6.92281], [1.73223, -1.18516, 6.60102], [0.80918, -2.28034, 8.60549], [2.37190, -1.50720, 8.95819], [2.28719, -3.26688, 8.70544]],
  "forces_ev_per_a": [[1.79, 4.33, 0.53], [-1.65, -3.00, -0.28], [1.28, -0.29, 0.70], [0.90, 3.17, -0.59], [-4.10, -0.64, -1.64], [4.91, -0.19, 2.01], [2.91, 3.02, 1.57], [0.32, 1.35, 3.51], [-1.86, -2.65, 1.46], [-1.73, -2.75, -1.10], [-2.23, -2.62, -3.03], [0.63, 1.13, 2.23], [-3.24, -1.28, -1.43], [2.08, -2.46, -0.99], [1.20, 1.19, -2.90], [-1.24, 0.56, -1.07], [0.27, -1.05, -1.59], [-1.15, -0.49, 1.37], [0.53, 0.98, 1.59], [-0.76, -0.88, 1.92], [-0.65, -0.93, 0.07], [0.66, 1.33, 0.23], [0.21, 1.03, -0.87], [0.88, 1.26, -1.58], [-0.17, -0.01, 0.18], [0.35, -0.41, -0.15], [-0.19, 0.03, -0.01], [-0.54, -0.12, 0.32], [0.34, -0.34, -0.16], [0.19, -0.06, -0.14], [-0.07, 0.11, -0.16], [0.09, 0.17, 0.10], [-0.02, 0.10, 0.02], [0.05, 0.28, 0.05], [-0.08, 0.27, -0.10], [0.03, -0.15, 0.02], [0.12, -0.17, -0.14], [-0.22, 0.61, -0.09], [0.01, -0.16, -0.02], [0.41, -0.59, -0.58], [-0.35, 0.56, -0.25], [-0.10, 0.19, 0.06], [-0.13, -0.12, 0.08], [0.13, 0.01, 0.16], [0.03, 0.09, 0.22], [0.38, -0.11, 0.23], [-0.03, -0.16, 0.21], [-0.03, 0.07, -0.12], [0.05, 0.06, 0.20], [0.29, -0.15, -0.23], [0.14, -0.06, -0.01], [0.05, 0.42, 0.70], [0.38, -0.24, -0.27], [0.08, -0.08, -0.19], [-0.14, -0.14, 0.00], [-0.08, 0.15, -0.09], [-0.21, -0.14, -0.07], [-0.22, 0.12, -0.09], [-0.38, -0.09, -0.05], [0.16, 0.01, -0.01], [-0.06, 0.08, -0.11], [-0.74, -0.08, 0.26], [0.36, 0.02, -0.11], [-0.04, 0.12, -0.19], [-0.19, -0.29, 0.47], [0.10, -0.14, 0.17], [0.08, -0.07, -0.15], [0.11, 0.15, 0.01], [0.07, 0.12, -0.09], [0.24, 0.10, -0.15], [0.23, 0.05, -0.18], [-0.11, -0.05, 0.09], [0.09, -0.12, -0.10], [-0.16, 0.40, -0.27], [-0.27, -0.20, 0.33], [0.25, -0.39, -0.34], [-0.20, 0.48, -0.10], [-0.11, 0.19, 0.06], [-0.13, -0.12, 0.08], [0.14, 0.01, 0.14], [0.05, -0.10, 0.08], [0.10, -0.12, 0.25], [-0.05, -0.19, 0.22], [-0.02, 0.09, -0.12]]
}

Entry 2:
{
  "formula": "C23H44ErNP3Se",
  "method": "ωB97M-V/def2-TZVPD",
  "homo_energy_ev": [-16.5, -16.5],
  "s_squared": 3.7533,
  "lumo_energy_ev": [-10.60, -10.52],
  "spin_multiplicity": 4,
  "total_charge": 3,
  "total_energy_ha": -5397.0994,
  "elements": ["Er", "P", "P", "P", "H", "C", "C", "H", "C", "C", "C", "C", "C", "C", "C", "C", "C", "H", "H", "H", "H", "H", "H", "H", "H", "H", "H", "H", "H", "H", "H", "H", "H", "H", "H", "H", "H", "H", "H", "H", "H", "H", "H", "H", "H", "H", "C", "C", "C", "C", "C", "C", "Se", "H", "H", "H", "H", "H", "H", "N", "C", "C", "C", "C", "C", "C", "H", "H", "H", "H", "H", "H", "H"],
  "positions_angstrom": [[-0.17106, -1.30030, 0.13361], [0.23125, 1.76189, 1.72196], [-2.64281, 0.27407, 0.18039], [2.44342, -0.38796, -0.07007], [-1.36542, -2.90370, -3.46070], [-0.54108, -3.27479, -2.82157], [-0.36135, -2.73731, -1.55994], [-1.31234, -2.11719, -1.24999], [0.38172, 3.33527, 0.76581], [-1.05963, 2.28415, 2.92442], [1.70976, 1.89887, 2.80521], [-3.46005, -0.43680, -1.28830], [-3.98269, -0.01305, 1.40432], [-3.02350, 2.02677, -0.22333], [2.91007, -1.32187, -1.58538], [3.74864, -1.04660, 1.05442], [3.20770, 1.20225, -0.60779], [-0.01303, -4.17654, -3.15692], [0.34723, -3.24726, -0.81867], [0.51495, 4.19917, 1.43270], [-0.52453, 3.48502, 0.15772], [1.24916, 3.25596, 0.09437], [-1.15017, 3.38488, 2.93067], [-0.81941, 1.92924, 3.94198], [-2.01536, 1.83213, 2.60773], [1.83151, 2.93039, 3.16679], [2.60259, 1.59172, 2.24572], [1.57171, 1.22489, 3.66413], [-4.51883, -0.15319, -1.22469], [-3.37878, -1.52806, -1.28882], [-3.02099, -0.01699, -2.20130], [-4.86640, 0.55175, 1.06755], [-3.69463, 0.31581, 2.40874], [-4.22386, -1.08504, 1.41321], [-4.11814, 2.08272, -0.34875], [-2.54299, 2.29884, -1.17654], [-2.72578, 2.72972, 0.55898], [3.99557, -1.19730, -1.70156], [2.38729, -0.88961, -2.44735], [2.66914, -2.39333, -1.47547], [4.73769, -0.81304, 0.62375], [3.64034, -2.14173, 1.12608], [3.65695, -0.59878, 2.05503], [4.16599, 0.92743, -1.09622], [3.42289, 1.88550, 0.22677], [2.55749, 1.69409, -1.35119], [0.10315, 0.76842, -4.21706], [-0.49382, -0.33928, -4.81043], [-0.20089, -0.64680, -6.14427], [0.68838, 0.15217, -6.87275], [1.26459, 1.28860, -6.27985], [0.97079, 1.59414, -4.94866], [-0.19647, 1.11750, -2.28425], [-0.06711, -0.39308, -2.10617], [-1.14587, -0.95315, -4.20924], [-0.63681, -1.52204, -6.58819], [0.95156, -0.12825, -7.89205], [1.94660, 1.94146, -6.83074], [1.44733, 2.45594, -4.44953], [-0.13904, -2.69258, 2.14153], [-0.19758, -1.92625, 3.38483], [0.99988, -1.61184, 4.02353], [0.94540, -0.80837, 5.16601], [-0.28704, -0.38533, 5.65728], [-1.47101, -0.70383, 4.99503], [-1.43890, -1.50120, 3.85479], [0.72834, -3.26100, 2.14023], [-0.93130, -3.36593, 2.12126], [1.95646, -1.99750, 3.65402], [1.87464, -0.51197, 5.66522], [-0.32695, 0.21467, 6.57930], [-2.42788, -0.30967, 5.35509], [-2.36673, -1.79694, 3.33757]],
  "forces_ev_per_a": [[0.92, 4.51, 4.13], [0.18, 0.60, 0.46], [-1.10, 0.15, -0.40], [1.85, -0.19, -0.65], [0.65, -0.26, 0.44], [-0.30, 0.23, 1.86], [-1.87, -2.09, -2.86], [1.00, -1.62, -1.23], [0.02, -0.41, -0.55], [-0.46, -0.31, -0.01], [0.06, -0.34, -0.08], [-0.13, -0.07, -0.14], [0.25, -0.36, 0.20], [0.49, 0.29, -0.21], [-0.22, -0.26, 0.11], [-0.36, -0.05, 0.26], [-0.22, 0.33, -0.02], [0.21, 0.67, -0.05], [-0.99, 0.28, -0.90], [-0.03, -0.36, -0.10], [0.37, 0.04, 0.15], [-0.29, 0.18, 0.11], [0.01, -0.51, 0.03], [-0.13, 0.11, -0.50], [0.22, 0.38, 0.40], [-0.03, -0.31, -0.14], [-0.08, 0.17, 0.31], [0.15, 0.25, -0.31], [0.18, -0.22, -0.26], [-0.24, 0.01, -0.14], [-0.14, -0.17, 0.15], [0.31, -0.25, 0.16], [-0.14, -0.12, -0.18], [-0.03, 0.27, 0.17], [0.43, -0.07, 0.04], [-0.22, -0.01, 0.44], [-0.04, -0.12, -0.12], [-0.31, -0.21, -0.16], [0.18, -0.22, 0.02], [0.20, 0.33, -0.23], [-0.42, -0.08, 0.20], [0.12, 0.37, 0.08], [0.15, -0.20, -0.29], [-0.54, 0.15, 0.34], [-0.16, -0.23, -0.30], [0.34, -0.15, 0.37], [0.47, 0.26, -0.30], [0.34, 0.27, -0.12], [0.45, 0.55, 0.44], [0.04, 0.17, 0.33], [-0.36, -0.28, 0.11], [0.10, 0.20, 0.75], [0.23, -0.94, -0.93], [-0.01, 0.76, 0.07], [-0.28, -0.07, -0.18], [-0.14, -0.18, -0.20], [-0.14, 0.16, 0.23], [-0.26, -0.33, 0.13], [-0.29, -0.49, -0.45], [-0.07, -0.97, -0.81], [0.15, 0.25, 0.07], [-0.21, 0.25, 0.06], [0.16, -0.20, -0.03], [0.01, 0.45, 0.41], [-0.24, 0.04, 0.05], [0.02, 0.09, -0.30], [-0.67, 0.15, 0.18], [0.69, 0.29, 0.15], [-0.32, 0.16, 0.11], [-0.42, -0.25, -0.10], [0.03, -0.30, -0.56], [0.40, -0.32, -0.02], [0.47, 0.18, 0.30]]
}

Entry 3:
{
  "formula": "C23H44LaNP3Se",
  "method": "ωB97M-V/def2-TZVPD",
  "homo_energy_ev": -16.6,
  "lumo_energy_ev": -10.51,
  "relative_energy_kcal_mol": 0.0,
  "spin_multiplicity": 1,
  "total_charge": 3,
  "total_energy_ha": -4413.6137,
  "elements": ["La", "P", "P", "P", "H", "C", "C", "H", "C", "C", "C", "C", "C", "C", "C", "C", "C", "H", "H", "H", "H", "H", "H", "H", "H", "H", "H", "H", "H", "H", "H", "H", "H", "H", "H", "H", "H", "H", "H", "H", "H", "H", "H", "H", "H", "H", "C", "C", "C", "C", "C", "C", "Se", "H", "H", "H", "H", "H", "H", "N", "C", "C", "C", "C", "C", "C", "H", "H", "H", "H", "H", "H", "H"],
  "positions_angstrom": [[-1.12655, 0.06757, -0.71560], [-1.65269, -2.33667, 0.84782], [1.77516, -0.46680, 1.77377], [1.49171, -1.41523, -1.57955], [-2.97651, 2.35388, -3.30617], [-2.71248, 1.29476, -3.20321], [-2.95494, 0.55461, -2.07222], [-3.52699, 1.00479, -1.23099], [-3.25612, -2.50282, 1.75880], [-0.68483, -3.57780, 1.75885], [-2.11397, -3.33904, -0.62689], [3.11335, 0.76448, 2.00386], [1.01729, -0.21002, 3.42980], [2.79185, -1.93309, 2.25403], [1.12136, -1.36177, -3.38399], [1.80462, -3.20108, -1.29042], [3.19936, -0.78479, -1.57775], [-2.50629, 0.79834, -4.15648], [-2.89629, -0.54528, -2.13649], [-3.97066, -1.78613, 1.32235], [-3.05728, -2.25864, 2.81485], [-3.64657, -3.53402, 1.64173], [-0.32534, -3.12885, 2.69158], [0.18076, -3.87859, 1.15950], [-1.30804, -4.45854, 1.98224], [-2.53865, -2.66717, -1.38937], [-2.89020, -4.08175, -0.41313], [-1.21013, -3.82653, -1.00163], [3.67970, 0.59029, 2.92605], [2.69084, 1.76796, 2.04193], [3.79942, 0.72566, 1.15553], [1.76071, -0.23388, 4.24048], [0.24842, -0.96451, 3.62377], [0.55000, 0.77875, 3.41668], [3.33060, -1.76860, 3.19885], [3.53533, -2.17026, 1.48648], [2.15030, -2.81010, 2.38186], [1.78744, -2.03816, -3.93637], [1.23387, -0.34241, -3.79793], [0.08260, -1.71390, -3.49845], [2.40480, -3.61328, -2.11683], [0.84749, -3.73747, -1.23961], [2.35905, -3.31709, -0.34566], [3.76002, -1.21366, -2.42065], [3.68888, -1.01538, -0.62287], [3.17507, 0.30090, -1.71796], [1.10106, 2.91688, -2.62605], [-0.06310, 2.93239, -3.41413], [-0.00204, 2.99525, -4.80733], [1.24468, 2.88115, -5.43665], [2.41712, 2.76247, -4.69613], [2.33099, 2.83282, -3.29941], [1.19053, 2.92825, -0.62341], [2.62465, 3.22927, -0.32185], [-1.04590, 2.93876, -2.98074], [-0.90052, 3.02627, -5.42639], [1.26292, 2.82913, -6.52216], [3.39393, 2.68592, -5.15621], [3.23395, 2.73337, -2.71187], [-2.53960, 1.25207, 1.11970], [-2.19581, 1.65259, 2.45476], [-2.28724, 0.74621, 3.50970], [-2.01656, 1.20432, 4.81707], [-1.64709, 2.55154, 4.99073], [-1.53736, 3.43234, 3.92424], [-1.76296, 2.96837, 2.63478], [-3.16596, 0.44473, 1.02868], [-2.86620, 2.03524, 0.54380], [-2.59096, -0.29267, 3.35569], [-2.04927, 0.53621, 5.68868], [-1.43867, 2.94234, 5.99797], [-1.24923, 4.47716, 4.07649], [-1.66682, 3.58888, 1.74942]],
  "forces_ev_per_a": [[5.65, 0.14, 2.76], [-1.25, -2.10, 0.64], [0.57, -0.01, 1.61], [0.31, -0.25, -0.85], [0.24, -0.36, 0.43], [-1.72, -1.14, 0.50], [-2.51, 1.85, -3.22], [0.37, -0.36, -0.55], [0.21, 0.60, -0.10], [0.63, 0.28, 0.18], [0.15, 0.52, -0.32], [0.07, 0.36, -0.62], [-0.36, 0.16, -0.11], [-0.09, -0.52, -0.46], [-0.17, -0.03, 0.12], [-0.27, 0.04, 0.10], [0.00, 0.52, 0.21], [0.54, 0.10, 0.39], [-0.65, 0.24, -0.37], [-0.09, -0.32, 0.40], [-0.41, -0.18, -0.37], [0.29, 0.63, 0.18], [-0.04, -0.25, -0.09], [-0.10, -0.01, 0.18], [0.14, 0.38, -0.14], [0.06, -0.33, -0.27], [0.26, 0.09, 0.07], [-0.30, 0.03, -0.24], [-0.22, -0.09, -0.18], [0.00, 0.09, 0.05], [0.09, 0.06, 0.07], [-0.15, -0.07, -0.35], [0.04, 0.16, 0.09], [-0.11, -0.11, 0.20], [-0.27, 0.17, -0.29], [-0.06, -0.02, 0.08], [0.12, 0.02, -0.01], [-0.23, 0.15, 0.05], [-0.13, -0.35, 0.22], [0.22, 0.07, -0.38], [-0.18, 0.16, 0.30], [0.43, -0.05, 0.02], [-0.28, -0.05, -0.30], [-0.17, -0.08, 0.33], [-0.03, 0.07, -0.32], [0.09, -0.10, 0.10], [1.19, -0.27, -0.43], [0.03, 0.24, 0.55], [0.92, -0.76, -0.01], [-0.35, -0.12, -0.31], [-0.63, 0.51, 0.74], [-0.15, -0.40, 0.14], [-0.98, -0.06, -0.89], [-0.54, -0.37, -0.56], [-0.16, 0.45, 0.49], [0.19, 0.12, 0.33], [0.15, 0.17, 0.16], [-0.12, -0.07, -0.10], [0.13, 0.20, -0.08], [0.64, -0.63, -1.77], [0.22, 0.09, 0.91], [-0.07, 0.32, 0.70], [0.36, 0.53, -0.60], [-0.10, -0.29, 0.88], [0.32, 0.09, -0.39], [-0.44, -0.60, -0.08], [-0.48, 0.68, 0.80], [-0.39, -0.15, 0.70], [0.01, 0.41, -0.03], [-0.12, 0.30, -0.56], [-0.17, -0.36, -0.50], [-0.11, -0.46, 0.03], [-0.01, 0.28, 0.19]]
}